Record 1
Formula: C37H29N5O4PPdS
Source: the OMol25 dataset
Level of theory: ωB97M-V/def2-TZVPD

Its expectation value of S² is 6.04. Its total charge is +3. Its spin multiplicity is 5. The value obtained for the energy relative to the best compared isomer or geometry (same formula, charge and spin) is 23.8 kJ/mol. The molecular weight comes out at 777.131 g mol⁻¹.

Positions of all 78 atoms, in Å:
1 Pd -0.1678 0.2167 0.3449
2 N 0.6591 4.4769 0.7326
3 C 2.0295 4.2203 0.6942
4 C 3.1189 4.9820 0.9763
5 C 4.3748 4.3169 0.9181
6 C 4.4981 2.9539 0.5696
7 C 3.3989 2.1889 0.3008
8 C 2.1207 2.8329 0.3850
9 N 0.8849 2.3151 0.2506
10 C 0.0306 3.3292 0.4868
11 C -1.3964 3.0966 0.4691
12 C -2.4253 3.9904 0.5185
13 S -3.9121 3.1773 0.4526
14 C -3.0907 1.6874 0.3632
15 N -1.7893 1.7805 0.3776
16 H 0.2294 5.3639 0.9499
17 H 3.0618 6.0183 1.2781
18 H 5.2629 4.8832 1.1652
19 H 5.4831 2.5100 0.5335
20 H 3.4724 1.1324 0.0855
21 H -2.3802 5.0674 0.5710
22 H -3.6223 0.7502 0.2882
23 O 3.7624 -0.9457 0.5615
24 C 2.7075 -1.3539 0.1274
25 O 1.7089 -0.5846 -0.1659
26 C 2.5547 -2.8616 -0.1093
27 P 1.0088 -3.2883 -0.9421
28 C 0.4517 -4.9200 -0.6151
29 C 0.9496 -5.6661 0.4696
30 C 0.4520 -6.9313 0.7139
31 C -0.5515 -7.4543 -0.0946
32 C -1.0718 -6.7128 -1.1530
33 C -0.5844 -5.4488 -1.4126
34 C 0.9036 -2.8805 -2.6645
35 C 0.3578 -1.6703 -3.0627
36 C 0.2525 -1.3685 -4.4099
37 C 0.7074 -2.2805 -5.3554
38 C 1.2637 -3.4895 -4.9610
39 C 1.3572 -3.8024 -3.6167
40 H 2.6092 -3.3567 0.8610
41 H 3.3984 -3.2177 -0.7068
42 H 1.7393 -5.2746 1.0965
43 H 0.8517 -7.5203 1.5279
44 H -0.9306 -8.4487 0.1008
45 H -1.8484 -7.1315 -1.7784
46 H -0.9790 -4.8741 -2.2408
47 H 0.0424 -0.9487 -2.3185
48 H -0.1734 -0.4265 -4.7260
49 H 0.6308 -2.0439 -6.4082
50 H 1.6215 -4.1903 -5.7027
51 H 1.7796 -4.7498 -3.3062
52 O 3.1256 4.8123 5.5250
53 C 3.2234 4.1634 4.3724
54 O 3.9807 4.5482 3.5147
55 C 2.3319 2.9867 4.1129
56 C 0.9609 3.0665 4.3145
57 C 0.1326 2.0558 3.8354
58 C 0.6981 0.9703 3.1816
59 C 2.0787 0.8498 3.0310
60 C 2.8915 1.8636 3.4955
61 N -0.1336 0.0456 2.4893
62 C -0.9468 -0.7869 2.9932
63 C -1.7457 -1.6459 2.0898
64 C -2.5980 -2.6105 2.5910
65 C -3.3171 -3.4001 1.6959
66 C -3.1523 -3.1870 0.3409
67 C -2.2711 -2.1956 -0.0855
68 N -1.5851 -1.4389 0.7629
69 H 2.6233 4.3200 6.1850
70 H 0.5277 3.9226 4.8175
71 H -0.9427 2.1128 3.9511
72 H 2.5009 -0.0005 2.5082
73 H 3.9643 1.7994 3.3719
74 H -1.0616 -0.8971 4.0709
75 H -2.6968 -2.7461 3.6598
76 H -3.9914 -4.1639 2.0592
77 H -3.6928 -3.7708 -0.3909
78 H -2.1121 -2.0111 -1.1418

Forces on atoms 1 to 6 (eV/Å):
Pd 0.1 0.5 0.1
N 0.0 0.2 0.1
C -0.1 -0.2 0.0
C -0.1 0.0 0.0
C 0.2 -0.2 -0.1
C 0.0 0.1 0.0

These are the Mulliken partial charges, in e, on atoms 1 to 2: Pd 0.46; N 0.07


Record 2
Formula: C37H30BrCrIN2P2S
Source: the OMol25 dataset
Level of theory: ωB97M-V/def2-TZVPD

Its total energy is -6534.602647 Eh. Its expectation value of S² is 6.03. Its spin multiplicity is 5. The molecular weight comes out at 855.480 g mol⁻¹.

Positions of all 75 atoms, in Å:
1 Cr 0.0224 -0.4261 -0.2447
2 C -2.2942 -1.5758 1.7513
3 P -1.6862 -2.0054 0.0628
4 C -3.0838 -2.0947 -1.0840
5 C -3.2176 -3.1377 -1.9966
6 C -4.1729 -3.0647 -2.9998
7 C -4.9898 -1.9501 -3.1059
8 C -4.8542 -0.9034 -2.2043
9 C -3.9008 -0.9689 -1.2029
10 C -1.0959 -3.7085 0.3043
11 C -1.9742 -4.7178 0.6985
12 C -1.5005 -5.9960 0.9401
13 C -0.1464 -6.2727 0.7936
14 C 0.7314 -5.2749 0.4011
15 C 0.2567 -3.9943 0.1535
16 C -1.0917 -1.0313 2.4725
17 C -0.8276 -0.8620 3.8114
18 C 0.4006 -0.1533 3.9021
19 C 0.8297 0.0662 2.6127
20 C 1.9669 0.8886 2.0711
21 P 2.0640 0.6300 0.2406
22 C 2.6270 2.2278 -0.4211
23 C 1.8974 2.8275 -1.4435
24 C 2.2957 4.0535 -1.9609
25 C 3.4268 4.6784 -1.4591
26 C 4.1642 4.0782 -0.4449
27 C 3.7696 2.8555 0.0720
28 C 3.5200 -0.4418 0.0191
29 C 3.7935 -1.4400 0.9529
30 C 4.8544 -2.3107 0.7519
31 C 5.6375 -2.1993 -0.3876
32 C 5.3526 -1.2235 -1.3330
33 C 4.2944 -0.3502 -1.1360
34 N -0.0714 -0.4801 1.7309
35 H -3.0721 -0.8112 1.6523
36 H -2.7308 -2.4399 2.2518
37 H -2.5697 -4.0021 -1.9308
38 H -4.2641 -3.8765 -3.7094
39 H -5.7209 -1.8909 -3.9014
40 H -5.4775 -0.0229 -2.2931
41 H -3.7842 -0.1345 -0.5186
42 H -3.0290 -4.4940 0.8105
43 H -2.1847 -6.7782 1.2424
44 H 0.2212 -7.2722 0.9871
45 H 1.7844 -5.4961 0.2851
46 H 0.9382 -3.2095 -0.1571
47 H -1.4502 -1.1841 4.6318
48 H 0.8966 0.1593 4.8082
49 H 1.7760 1.9549 2.2230
50 H 2.9221 0.6549 2.5445
51 H 1.0236 2.3232 -1.8399
52 H 1.7231 4.5104 -2.7574
53 H 3.7431 5.6322 -1.8616
54 H 5.0538 4.5609 -0.0609
55 H 4.3518 2.3861 0.8567
56 H 3.1698 -1.5389 1.8351
57 H 5.0677 -3.0770 1.4862
58 H 6.4696 -2.8741 -0.5414
59 H 5.9544 -1.1458 -2.2291
60 H 4.0702 0.4062 -1.8782
61 Br -4.8416 3.1026 0.2778
62 C -3.4981 4.4294 0.4047
63 C -3.8893 5.7600 0.4028
64 C -2.9366 6.7615 0.5010
65 C -1.5934 6.4322 0.6050
66 C -1.2027 5.1031 0.6060
67 C -2.1531 4.0978 0.5070
68 I -1.4726 2.0820 0.5107
69 H -4.9391 6.0060 0.3234
70 H -3.2486 7.7970 0.4946
71 H -0.8449 7.2094 0.6839
72 H -0.1553 4.8410 0.6824
73 S -0.7384 -0.6957 -4.8214
74 C -0.3333 -0.5503 -3.2840
75 N -0.0326 -0.4386 -2.1476

Forces on atoms 1 to 6 (eV/Å):
Cr 0.1 -0.1 0.0
C 0.1 0.1 -0.1
P -0.7 -0.7 0.4
C 0.1 0.1 -0.1
C 0.0 0.0 0.1
C 0.0 0.0 0.0

These are the Mulliken partial charges, in e, on atoms 1 to 2: Cr 0.01; C -0.92


Record 3
Formula: C37H30CaCl3N6O3SSbSe4
Source: the OMol25 dataset
Level of theory: ωB97M-V/def2-TZVPD

The value obtained for the energy relative to the best compared isomer or geometry (same formula, charge and spin) is 136.7 kJ/mol. The molecular weight comes out at 1222.790 g mol⁻¹.

Positions of all 86 atoms, in Å:
1 Ca -0.2081 -0.3294 0.2009
2 C -1.5600 2.4170 3.5240
3 O -2.6111 1.9549 2.6272
4 C -1.9794 1.5138 1.5390
5 N -0.7098 1.4346 1.5556
6 C -0.2742 1.8410 2.9149
7 C 0.9303 2.7472 2.8973
8 C 1.9740 2.4931 2.0125
9 C 3.1275 3.2568 2.0417
10 C 3.2552 4.2902 2.9610
11 C 2.2267 4.5439 3.8534
12 C 1.0704 3.7741 3.8227
13 C -2.7925 1.1591 0.3512
14 C -4.1679 1.0370 0.3993
15 C -4.8365 0.7034 -0.7703
16 C -4.1138 0.5713 -1.9398
17 C -2.7378 0.7590 -1.8979
18 N -2.0756 0.9964 -0.7710
19 C -1.9469 0.8248 -3.1540
20 N -1.2911 1.8547 -3.4658
21 C -0.6852 1.5768 -4.7760
22 C -1.0866 0.1063 -5.0661
23 O -2.0049 -0.2278 -3.9902
24 C 0.7985 1.8598 -4.7836
25 C 1.4749 1.8772 -5.9998
26 C 2.8336 2.1522 -6.0474
27 C 3.5278 2.4262 -4.8762
28 C 2.8573 2.4176 -3.6626
29 C 1.4993 2.1290 -3.6147
30 H -1.7855 2.0384 4.5167
31 H -1.5888 3.5062 3.5194
32 H 0.0060 0.9119 3.4222
33 H 1.9108 1.6684 1.3141
34 H 3.9328 3.0296 1.3554
35 H 4.1568 4.8880 2.9860
36 H 2.3215 5.3393 4.5813
37 H 0.2873 3.9726 4.5452
38 H -4.6932 1.2030 1.3296
39 H -5.9099 0.5711 -0.7686
40 H -4.5924 0.3416 -2.8815
41 H -1.1417 2.2432 -5.5129
42 H -0.2409 -0.5813 -5.0277
43 H -1.6285 -0.0144 -6.0017
44 H 0.9328 1.6821 -6.9194
45 H 3.3498 2.1573 -6.9988
46 H 4.5894 2.6319 -4.9068
47 H 3.3953 2.6208 -2.7466
48 H 0.9702 2.1382 -2.6704
49 N -2.3107 -6.3666 3.8023
50 C -3.1035 -5.2715 3.7003
51 O -4.1443 -5.1542 4.3134
52 C -2.6338 -4.1870 2.7625
53 C -1.6707 -4.3670 1.7848
54 C -1.3174 -3.2929 0.9869
55 N -1.8619 -2.0815 1.1108
56 C -2.7951 -1.9200 2.0540
57 C -3.2180 -2.9353 2.8868
58 H -2.5823 -7.0727 4.4651
59 H -1.3795 -6.3901 3.4307
60 H -1.1821 -5.3165 1.6150
61 H -0.5644 -3.4098 0.2157
62 H -3.2272 -0.9318 2.1508
63 H -3.9788 -2.7726 3.6365
64 Se 3.4545 -3.5423 -4.0513
65 Sb 2.8647 -1.4507 -2.7698
66 Se 3.0538 -1.5004 -5.2878
67 Se 4.6245 -0.4077 -1.5564
68 Se 0.5103 -1.6313 -2.1274
69 S 0.7776 -1.4112 2.5153
70 C 2.3093 -0.6495 2.9767
71 C 2.4705 -0.1136 4.2592
72 C 3.6387 0.5410 4.6213
73 C 4.6791 0.6739 3.7115
74 C 4.5364 0.1371 2.4392
75 C 3.3692 -0.5196 2.0764
76 H 1.6619 -0.2158 4.9742
77 H 3.7339 0.9522 5.6192
78 H 5.5890 1.1899 3.9899
79 H 5.3367 0.2296 1.7146
80 H 3.2708 -0.9252 1.0758
81 Cl -2.2148 -5.6292 -3.4426
82 C -2.4046 -3.9625 -4.0098
83 Cl -3.8817 -3.8116 -4.9798
84 Cl -0.9997 -3.4753 -4.9443
85 C -2.5486 -3.0964 -2.8309
86 N -2.6281 -2.4203 -1.9095

Forces on atoms 1 to 6 (eV/Å):
Ca 0.6 -0.9 0.2
C 0.0 0.0 0.0
O -0.1 0.0 0.0
C 0.1 0.2 -0.1
N -0.3 0.8 0.7
C 0.0 0.0 -0.1

These are the Mulliken partial charges, in e, on atoms 1 to 2: Ca 1.01; C -0.66